DFT (wB97M-V/def2-TZVPD) results for a cluster of 9 separate species, C27H54O27 in total.

```
108
Properties=species:S:1:pos:R:3:lowdin_charge:R:1
C 13.728 9.939 13.905 -0.010
O 12.308 9.820 13.907 0.013
C 11.554 10.869 13.636 -0.599
O 11.982 11.927 13.319 0.165
O 10.263 10.485 13.755 0.008
C 9.330 11.278 13.061 -0.046
H 13.987 10.603 14.709 0.090
H 14.185 10.288 12.964 0.084
H 14.038 8.885 14.097 0.095
H 8.384 10.934 13.464 0.096
H 9.352 11.014 12.001 0.094
H 9.394 12.354 13.233 0.075
C 9.256 17.262 9.993 -0.017
O 10.560 16.694 9.996 -0.053
C 11.632 17.454 9.808 -0.591
O 11.633 18.641 9.659 0.155
O 12.729 16.600 9.837 -0.051
C 13.976 17.269 9.557 -0.027
H 9.109 17.765 9.053 0.094
H 9.222 17.915 10.864 0.091
H 8.603 16.356 10.147 0.108
H 13.947 17.749 8.581 0.098
H 14.779 16.526 9.674 0.087
H 14.055 18.069 10.302 0.100
C 8.442 14.951 13.052 -0.095
O 8.936 16.220 12.923 -0.016
C 10.265 16.490 13.041 -0.536
O 10.694 17.589 12.854 0.146
O 10.997 15.366 13.455 -0.047
C 12.471 15.622 13.349 0.020
H 8.349 14.643 14.094 0.101
H 9.166 14.314 12.556 0.072
H 7.446 14.801 12.601 0.107
H 12.619 16.020 12.384 0.060
H 13.008 14.684 13.530 0.087
H 12.652 16.370 14.145 0.107
C 15.854 6.362 15.012 -0.070
O 16.657 5.916 13.975 0.004
C 17.037 6.750 12.990 -0.622
O 18.032 6.572 12.349 0.143
O 16.163 7.727 12.847 -0.021
C 16.628 8.779 11.923 0.022
H 15.643 5.523 15.657 0.094
H 14.956 6.902 14.721 0.078
H 16.474 7.030 15.623 0.101
H 17.315 9.439 12.473 0.079
H 15.723 9.347 11.661 0.088
H 17.132 8.315 11.107 0.084
C 11.182 13.212 9.896 0.003
O 12.228 13.746 10.794 -0.015
C 13.316 12.959 10.955 -0.644
O 13.470 11.885 10.498 0.139
O 14.189 13.652 11.735 -0.036
C 15.405 12.972 12.029 -0.039
H 11.604 12.900 8.926 0.091
H 10.523 14.072 9.819 0.074
H 10.683 12.366 10.361 0.080
H 15.609 12.107 11.401 0.093
H 15.302 12.683 13.090 0.100
H 16.223 13.685 11.978 0.073
C 6.879 15.865 6.711 -0.015
O 6.530 14.447 6.815 -0.009
C 7.294 13.701 7.663 -0.596
O 8.146 14.182 8.377 0.098
O 6.964 12.438 7.524 0.022
C 7.566 11.524 8.454 -0.015
H 6.358 16.126 5.798 0.092
H 7.926 16.067 6.608 0.078
H 6.511 16.446 7.560 0.096
H 7.323 11.855 9.446 0.089
H 8.647 11.467 8.398 0.092
H 7.091 10.582 8.209 0.100
C 11.358 14.944 7.161 -0.049
O 12.625 14.384 7.398 -0.056
C 13.656 15.126 6.818 -0.494
O 13.571 16.065 6.111 0.172
O 14.922 14.542 7.111 -0.044
C 15.017 13.373 7.819 -0.087
H 10.592 14.294 7.629 0.077
H 11.173 15.065 6.107 0.103
H 11.325 15.871 7.687 0.079
H 14.350 12.651 7.309 0.109
H 14.546 13.610 8.797 0.085
H 16.047 13.024 7.921 0.105
C 17.052 16.506 16.830 -0.040
O 16.266 16.305 15.637 -0.020
C 16.961 16.568 14.489 -0.614
O 18.092 16.914 14.429 0.138
O 16.085 16.329 13.508 0.016
C 16.690 16.342 12.215 -0.045
H 17.817 17.262 16.666 0.089
H 17.453 15.551 17.184 0.089
H 16.311 16.895 17.577 0.108
H 15.939 16.069 11.483 0.071
H 17.608 15.790 12.132 0.090
H 16.965 17.349 11.921 0.100
C 19.071 13.508 14.532 -0.002
O 18.192 12.561 15.193 -0.054
C 17.611 11.570 14.420 -0.537
O 17.672 11.397 13.260 0.146
O 16.956 10.756 15.307 -0.032
C 16.843 11.009 16.656 -0.081
H 20.086 13.084 14.629 0.106
H 18.999 14.504 15.005 0.088
H 18.787 13.532 13.477 0.086
H 16.412 12.007 16.845 0.106
H 17.805 10.883 17.118 0.094
H 16.124 10.250 17.004 0.104
```

Gap between HOMO and LUMO ... 11.022 eV
Total charge ... 0
Lowest unoccupied orbital energy ... 0.34 eV
Energy relative to the best compared isomer or geometry (same formula, charge and spin) ... 50.8 kcal per mole
SMILES ... COC(=O)OC.COC(=O)OC.COC(=O)OC.COC(=O)OC.COC(=O)OC.COC(=O)OC.COC(=O)OC.COC(=O)OC.COC(=O)OC
Energy ... -3092.64821 a.u.